Here is C3H5BeO3 as an isolated structure in a non-equilibrium geometry from the OMol25 dataset. Energies are from wB97M-V/def2-TZVPD.

Structure (XYZ):
```
12
Properties=species:S:1:pos:R:3:forces:R:3
H 2.67631 -0.16407 -0.13298 3.3 4.5 -17.6
O -0.08665 1.12537 -0.77306 0.0 -0.1 0.0
C 0.78729 0.79857 0.23084 -0.8 0.5 -1.1
C -1.28399 0.36970 -0.62469 -0.2 0.2 -0.4
O 2.07509 0.86259 -0.08172 -1.5 1.9 2.8
O 0.40392 -0.43059 0.76649 1.1 0.4 0.3
C -0.95885 -0.67407 0.44178 -0.4 -0.4 0.3
H -1.52370 -0.08574 -1.59459 0.0 0.2 0.3
H -2.09738 1.04244 -0.32570 0.1 -0.2 0.0
H -1.03810 -1.70268 0.07182 0.0 0.3 0.1
H -1.57240 -0.55029 1.34457 0.2 -0.1 -0.2
Be 2.61847 -0.59124 0.67724 -1.8 -7.1 15.7
```
Positions in Å, forces in eV/Å.

2S+1 = 2
Charge = 0
Energy relative to the best compared isomer or geometry (same formula, charge and spin) = 7.998 eV
Gap between HOMO and LUMO (spin up / spin down) = 6.55 / 7.69 eV



Here is C3H5BrF2 as an isolated structure in a non-equilibrium geometry from the OMol25 dataset. Energies are from wB97M-V/def2-TZVPD.

Structure (XYZ):
```
11
Properties=species:S:1:pos:R:3:forces:R:3
C 0.65330 0.62839 -0.17268 -1.0 -2.6 0.5
C -1.43505 -0.42106 1.02756 1.6 1.4 0.9
C -0.58070 0.77412 0.67255 -2.6 -4.5 -4.2
F 0.30127 1.12213 2.13431 3.5 1.4 4.7
F -1.21627 1.80941 0.32479 -2.6 4.4 -1.0
Br -3.18372 0.08770 1.62954 0.0 -0.2 -0.1
H 0.58645 -0.33423 -0.74871 0.5 0.5 0.7
H 0.73316 1.41837 -0.82717 -0.5 2.0 -1.6
H 1.52646 0.74218 0.38108 2.2 -0.6 1.0
H -1.43736 -1.11057 0.24198 -0.7 -1.3 -1.3
H -0.89309 -0.87714 1.84991 -0.4 -0.5 0.3
```
Positions in Å, forces in eV/Å.

2S+1 = 3
Charge = 0
Energy relative to the best compared isomer or geometry (same formula, charge and spin) = 3.060 eV
Gap between HOMO and LUMO (spin up / spin down) = 6.57 / 5.47 eV



Here is C3H5BrFMnNO3S as an isolated structure in a non-equilibrium geometry from the OMol25 dataset. Energies are from wB97M-V/def2-TZVPD.

Structure (XYZ):
```
16
Properties=species:S:1:pos:R:3:forces:R:3
O -1.79318 2.57727 0.64441 1.8 -2.7 -5.6
S -1.61410 1.72284 -0.63221 -6.9 -0.3 5.5
O -2.47146 0.41071 -0.45981 4.1 4.0 -1.8
F -2.34739 2.59240 -1.95425 2.8 -2.3 2.8
N 0.01734 1.20211 -0.96136 0.2 0.6 0.4
Br 0.94036 2.35293 -2.11369 0.2 0.2 -0.2
C 0.79672 0.84898 0.28184 -1.7 -1.9 0.7
C 0.32874 -0.86188 0.49479 2.8 0.9 5.5
C 1.63239 -1.89306 0.96685 -3.7 -0.2 0.7
O 0.40122 -1.40288 1.94970 -0.6 1.0 -7.4
H 1.96042 0.84895 0.16499 -2.4 0.1 -0.1
H 0.39902 1.31475 1.27768 0.8 -0.6 -1.9
H -0.52310 -1.32315 -0.30537 1.3 1.5 1.8
H 1.61091 -2.78847 1.69220 1.8 1.1 -0.4
H 1.28936 -2.58637 0.05406 -0.9 -1.1 -0.4
Mn -0.62725 -3.01512 -1.09985 0.5 -0.3 0.3
```
Positions in Å, forces in eV/Å.

2S+1 = 6
Charge = +2
Energy relative to the best compared isomer or geometry (same formula, charge and spin) = 5.407 eV
Gap between HOMO and LUMO (spin up / spin down) = 4.50 / 4.76 eV



Repeat the third record exactly.
Here is C3H5BrFMnNO3S as an isolated structure in a non-equilibrium geometry from the OMol25 dataset. Energies are from wB97M-V/def2-TZVPD.

Structure (XYZ):
```
16
Properties=species:S:1:pos:R:3:forces:R:3
O -1.79318 2.57727 0.64441 1.8 -2.7 -5.6
S -1.61410 1.72284 -0.63221 -6.9 -0.3 5.5
O -2.47146 0.41071 -0.45981 4.1 4.0 -1.8
F -2.34739 2.59240 -1.95425 2.8 -2.3 2.8
N 0.01734 1.20211 -0.96136 0.2 0.6 0.4
Br 0.94036 2.35293 -2.11369 0.2 0.2 -0.2
C 0.79672 0.84898 0.28184 -1.7 -1.9 0.7
C 0.32874 -0.86188 0.49479 2.8 0.9 5.5
C 1.63239 -1.89306 0.96685 -3.7 -0.2 0.7
O 0.40122 -1.40288 1.94970 -0.6 1.0 -7.4
H 1.96042 0.84895 0.16499 -2.4 0.1 -0.1
H 0.39902 1.31475 1.27768 0.8 -0.6 -1.9
H -0.52310 -1.32315 -0.30537 1.3 1.5 1.8
H 1.61091 -2.78847 1.69220 1.8 1.1 -0.4
H 1.28936 -2.58637 0.05406 -0.9 -1.1 -0.4
Mn -0.62725 -3.01512 -1.09985 0.5 -0.3 0.3
```
Positions in Å, forces in eV/Å.

2S+1 = 6
Charge = +2
Energy relative to the best compared isomer or geometry (same formula, charge and spin) = 5.407 eV
Gap between HOMO and LUMO (spin up / spin down) = 4.50 / 4.76 eV



> Among the records above, which one has the highest 2S+1?

C3H5BrFMnNO3S



> What is the 2S+1 in the second record?

3



> charge of number 3 (C3H5BrFMnNO3S)?

+2